{
  "formula": "C3H5NO3P",
  "method": "ωB97M-V/def2-TZVPD",
  "e_above_lowest_kj_mol": 181.2,
  "smiles": "C/N=C(\\P)OC(=O)[O-]",
  "fmax_ev_per_a": 2.6,
  "total_charge": -1,
  "homo_lumo_gap_ev": 8.72,
  "multiplicity": 1,
  "symbols": ["C", "N", "C", "P", "O", "C", "O", "O", "H", "H", "H", "H", "H"],
  "xyz": [[-1.587, -1.307, -0.505], [-0.241, -0.999, -0.025], [0.112, 0.220, 0.009], [-0.990, 1.810, -0.222], [1.282, 0.667, 0.311], [2.728, -0.100, 0.350], [3.111, -0.292, -0.779], [3.046, -0.275, 1.498], [-1.732, -2.420, -0.482], [-2.427, -0.815, 0.180], [-1.791, -0.927, -1.531], [-1.630, 1.950, 1.146], [0.120, 2.488, 0.051]],
  "atomic_forces_ev_per_a": [[-1.2, 0.5, 1.2], [-0.6, -0.2, -0.8], [-0.3, 0.3, 0.7], [-2.1, -1.5, 0.4], [0.4, 0.6, 0.1], [-0.1, -1.1, -0.3], [0.0, 0.2, 0.1], [0.1, 0.3, 0.1], [0.0, 1.1, -0.1], [1.5, -1.0, -1.2], [0.2, -0.3, 0.5], [0.9, -0.4, -1.4], [1.3, 1.5, 0.6]],
  "lowdin_charge": [-0.227, -0.031, -0.713, 0.792, -0.119, -0.675, 0.030, 0.035, 0.056, 0.079, 0.050, -0.101, -0.177]
}

=====

{
  "formula": "C3H5NO7PS2",
  "method": "ωB97M-V/def2-TZVPD",
  "fmax_ev_per_a": 1.6,
  "total_charge": -1,
  "homo_lumo_gap_ev": 7.36,
  "multiplicity": 1,
  "symbols": ["C", "P", "O", "O", "S", "O", "O", "N", "C", "S", "H", "H", "H", "H", "C", "O", "O", "O", "H"],
  "xyz": [[0.191, -1.391, -2.247], [0.271, -0.531, -0.655], [0.045, -1.724, 0.375], [2.017, -0.353, -0.734], [2.649, 0.727, 0.234], [4.043, 0.781, -0.138], [1.993, 2.125, -0.482], [1.277, 2.915, 0.440], [1.635, 3.034, 1.599], [1.952, 3.400, 3.081], [0.728, -2.342, -2.220], [0.708, -0.755, -2.970], [-0.859, -1.525, -2.495], [-0.682, -1.380, 0.993], [-2.863, -0.878, 0.774], [-1.852, -0.714, 1.527], [-4.069, -0.430, 1.343], [-2.921, -1.395, -0.338], [-3.760, -0.091, 2.192]],
  "atomic_forces_ev_per_a": [[0.7, 0.0, -0.1], [-1.0, 0.1, 0.0], [1.4, -0.2, -0.7], [0.2, 0.1, 0.3], [0.3, -0.5, -0.1], [-0.1, 0.0, 0.1], [-0.5, 0.4, 0.0], [0.5, -0.5, -0.2], [-0.2, 0.3, -0.2], [0.0, 0.0, 0.2], [-0.2, -0.1, 0.1], [-0.3, 0.0, -0.2], [0.0, 0.0, 0.0], [-0.7, 0.2, 0.4], [-0.3, -0.4, -0.3], [-0.5, 0.2, 0.5], [0.7, 0.0, -0.1], [-0.1, 0.3, 0.2], [-0.2, 0.0, 0.0]],
  "lowdin_charge": [-0.249, 0.813, -0.300, -0.566, 0.832, -0.402, -0.339, -0.016, -0.819, 0.732, 0.044, 0.032, 0.035, -0.037, -0.774, -0.085, 0.026, -0.006, 0.079]
}

=====

{
  "formula": "C3H5NOP",
  "method": "ωB97M-V/def2-TZVPD",
  "e_above_lowest_kj_mol": 15.1,
  "fmax_ev_per_a": 1.3,
  "total_charge": -1,
  "homo_lumo_gap_ev": 5.77,
  "multiplicity": 1,
  "symbols": ["C", "C", "C", "N", "O", "P", "H", "H", "H", "H", "H"],
  "xyz": [[1.108, -0.436, -0.817], [-0.383, -0.541, -0.494], [-0.033, 1.343, 0.797], [-0.863, 0.741, -0.068], [-1.631, 1.406, -0.902], [2.067, 0.783, -0.228], [1.481, -1.233, -1.452], [-0.956, -0.856, -1.374], [-0.508, -1.291, 0.303], [-0.186, 2.403, 0.945], [0.208, 0.778, 1.690]],
  "atomic_forces_ev_per_a": [[0.4, 0.2, 0.1], [-0.1, -0.3, -0.1], [0.1, -0.2, 0.0], [0.0, -0.6, 1.1], [-0.4, 0.8, -0.9], [-0.3, 0.0, -0.1], [0.1, -0.1, -0.1], [-0.1, 0.1, 0.2], [0.0, 0.0, -0.1], [0.0, 0.0, -0.1], [0.2, -0.1, 0.0]],
  "lowdin_charge": [-0.629, -0.292, -0.237, -0.468, -0.291, 0.643, -0.017, 0.101, 0.098, 0.054, 0.036]
}

=====

{
  "formula": "C3H5NOS",
  "method": "ωB97M-V/def2-TZVPD",
  "e_above_lowest_kj_mol": 308.5,
  "smiles": "SN1C=COC1",
  "fmax_ev_per_a": 5.0,
  "homo_lumo_gap_ev": 8.74,
  "multiplicity": 1,
  "symbols": ["S", "N", "C", "C", "O", "C", "H", "H", "H", "H", "H"],
  "xyz": [[2.136, 0.159, -0.384], [0.524, -0.065, 0.240], [-0.219, 1.213, -0.078], [-1.417, 0.801, -0.553], [-1.575, -0.553, -0.404], [-0.319, -1.066, -0.255], [2.560, -0.727, 0.512], [0.263, 2.126, 0.247], [-2.353, 1.230, -0.651], [0.191, -1.571, -1.172], [-0.298, -1.836, 0.437]],
  "atomic_forces_ev_per_a": [[-0.7, -0.9, 0.3], [0.4, 5.0, 0.1], [-0.5, -2.4, 0.0], [2.0, 0.3, 1.9], [-0.8, 0.0, -1.0], [2.4, -2.6, -2.3], [0.8, -0.1, 0.0], [-0.4, 0.0, -0.5], [-1.3, 1.4, -0.6], [-1.2, 1.0, 0.4], [-0.7, -1.7, 1.5]],
  "lowdin_charge": [0.777, -0.476, -0.104, -0.106, -0.032, -0.350, -0.140, 0.097, 0.098, 0.136, 0.100]
}

=====

{
  "formula": "C3H5NOS",
  "method": "ωB97M-V/def2-TZVPD",
  "e_above_lowest_kj_mol": 338.2,
  "smiles": "[O-][N+]1=CCCS1",
  "fmax_ev_per_a": 2.6,
  "homo_lumo_gap_ev": 9.31,
  "multiplicity": 1,
  "symbols": ["O", "N", "C", "C", "C", "S", "H", "H", "H", "H", "H"],
  "xyz": [[-2.597, -0.943, -0.029], [-1.425, -0.503, -0.042], [-0.270, -1.074, 0.123], [0.874, -0.177, -0.258], [0.509, 1.203, 0.199], [-1.303, 1.235, -0.161], [-0.432, -2.086, 0.257], [1.798, -0.378, 0.230], [1.061, -0.401, -1.353], [0.682, 1.186, 1.260], [1.105, 1.938, -0.225]],
  "atomic_forces_ev_per_a": [[0.4, -0.4, 0.0], [0.0, 0.9, 0.7], [-0.8, 1.5, -0.6], [0.3, -1.7, -1.1], [-2.1, -1.6, 0.2], [0.6, 1.3, -0.2], [0.8, -2.1, 0.2], [0.7, -0.8, 0.4], [-0.2, 1.0, 0.9], [-0.3, 0.3, 0.6], [0.6, 1.6, -1.1]],
  "lowdin_charge": [-0.122, -0.587, -0.102, -0.247, -0.417, 0.987, 0.113, 0.098, 0.138, 0.079, 0.060]
}

=====

{
  "formula": "C3H5NOS",
  "method": "ωB97M-V/def2-TZVPD",
  "e_above_lowest_kj_mol": 403.4,
  "fmax_ev_per_a": 5.6,
  "homo_lumo_gap_ev": 9.39,
  "multiplicity": 1,
  "symbols": ["C", "C", "C", "H", "H", "H", "H", "H", "N", "O", "S"],
  "xyz": [[-0.016, 0.135, 0.771], [-1.026, 0.266, -0.500], [0.872, -0.656, -0.168], [1.799, 1.166, 1.659], [-0.453, -0.616, 1.362], [-1.547, 1.373, -0.685], [-1.980, -0.346, -0.030], [-0.185, -1.446, -2.169], [0.069, -0.336, -1.315], [1.855, -1.327, -0.076], [0.611, 1.788, 1.151]],
  "atomic_forces_ev_per_a": [[-0.5, 1.6, -3.3], [-2.5, 0.6, 3.1], [-0.4, 0.4, -1.7], [-1.3, 1.4, -0.5], [-0.4, -0.1, 2.2], [2.1, -2.8, -0.2], [2.2, 0.8, -2.2], [1.0, 4.5, 3.2], [-1.7, -4.4, -2.3], [-0.2, 0.1, 0.2], [1.8, -2.0, 1.5]],
  "lowdin_charge": [-0.606, -0.261, -0.583, -0.064, 0.091, 0.142, 0.136, 0.296, 0.015, 0.094, 0.741]
}

=====

{
  "formula": "C3H5NOS",
  "method": "ωB97M-V/def2-TZVPD",
  "e_above_lowest_kj_mol": 769.2,
  "fmax_ev_per_a": 7.2,
  "homo_lumo_gap_ev": 7.42,
  "multiplicity": 1,
  "symbols": ["C", "C", "C", "H", "H", "H", "H", "H", "N", "O", "S"],
  "xyz": [[-0.267, 1.441, -0.720], [0.030, 0.770, 0.710], [-0.057, -1.771, 0.617], [-0.896, 0.857, -1.467], [-0.936, 0.438, 1.332], [0.803, 1.475, 1.264], [0.879, -0.783, -1.537], [0.063, -2.812, -0.400], [0.721, -0.649, 0.177], [-0.764, -1.582, 1.713], [0.423, 2.617, -1.689]],
  "atomic_forces_ev_per_a": [[0.3, -0.5, -1.9], [0.5, 0.1, -1.8], [-2.0, 1.5, 1.4], [0.1, 0.1, 1.9], [2.4, 1.0, -1.6], [-1.6, -2.0, -1.0], [-0.6, 0.5, 4.7], [-0.5, 2.8, 3.7], [-1.7, 0.0, -2.2], [3.6, -2.5, -5.8], [-0.4, -1.0, 2.3]],
  "lowdin_charge": [-0.689, -0.179, -0.350, 0.021, 0.130, 0.128, 0.313, 0.201, -0.058, -0.109, 0.591]
}

=====

{
  "formula": "C3H5NOS",
  "method": "ωB97M-V/def2-TZVPD",
  "e_above_lowest_kj_mol": 179.7,
  "fmax_ev_per_a": 3.6,
  "s_squared": 2.009,
  "homo_lumo_gap_ev": [6.86, 6.28],
  "multiplicity": 3,
  "symbols": ["C", "C", "C", "N", "O", "S", "H", "H", "H", "H", "H"],
  "xyz": [[-1.847, 0.101, -0.006], [-0.827, 1.113, -0.249], [-0.520, -0.164, 0.594], [2.077, -0.710, -0.067], [-3.011, -0.184, -0.066], [0.548, -1.444, -0.150], [-0.510, 1.109, -1.296], [-0.559, 1.871, 0.364], [-0.455, -0.020, 1.736], [2.737, -1.546, 0.001], [2.368, -0.125, -0.862]],
  "atomic_forces_ev_per_a": [[2.7, 0.0, 0.0], [1.1, -3.3, -1.1], [0.3, 0.3, 0.6], [1.8, -1.2, 0.1], [-3.6, -0.7, 0.3], [-1.2, 0.3, -0.3], [0.3, 0.3, 0.2], [-0.2, 3.2, 1.6], [0.1, -0.2, -1.7], [-0.9, 1.9, 0.0], [-0.5, -0.6, 0.2]],
  "mulliken_spin": [0.582, 0.181, 0.244, 0.012, 0.802, 0.065, 0.052, 0.022, 0.037, 0.006, -0.002]
}

=====

{
  "formula": "C3H5NOS2",
  "method": "ωB97M-V/def2-TZVPD",
  "e_above_lowest_kj_mol": 213.6,
  "smiles": "C=NSC(=O)CS",
  "fmax_ev_per_a": 4.2,
  "homo_lumo_gap_ev": 9.44,
  "multiplicity": 1,
  "symbols": ["C", "N", "S", "C", "O", "C", "S", "H", "H", "H", "H", "H"],
  "xyz": [[2.653, 0.222, -0.695], [2.100, -0.728, -0.164], [0.646, -1.045, 0.382], [-0.433, 0.377, 0.342], [-0.113, 1.511, -0.017], [-1.837, 0.145, 0.729], [-2.569, -0.482, -0.694], [3.682, 0.103, -1.122], [2.180, 1.142, -0.589], [-2.424, 1.002, 1.041], [-1.852, -0.604, 1.614], [-2.034, -1.643, -0.829]],
  "atomic_forces_ev_per_a": [[2.4, 1.6, -0.8], [0.3, -3.4, 0.1], [-1.8, -0.4, 1.1], [1.2, 3.5, -0.3], [0.4, -1.6, 0.3], [0.5, -2.5, 3.3], [-2.8, 0.7, -2.2], [-0.9, 0.1, 0.5], [-0.4, 2.1, -0.7], [0.5, 0.4, -0.1], [-0.2, 1.0, -1.3], [0.9, -1.4, 0.2]],
  "lowdin_charge": [-0.105, -0.430, 0.978, -0.794, -0.002, -0.615, 0.794, 0.097, 0.043, 0.086, 0.111, -0.162]
}

=====

{
  "formula": "C3H5NS",
  "method": "ωB97M-V/def2-TZVPD",
  "e_above_lowest_kj_mol": 68.2,
  "fmax_ev_per_a": 6.0,
  "homo_lumo_gap_ev": 8.95,
  "multiplicity": 1,
  "symbols": ["C", "C", "C", "H", "H", "H", "H", "H", "N", "S"],
  "xyz": [[0.043, -0.137, -0.046], [-0.744, -0.041, 1.197], [0.083, 1.262, 1.409], [-0.521, -0.844, 1.861], [-1.832, 0.117, 1.045], [-0.547, 2.182, 1.282], [0.750, 1.403, 2.251], [1.172, 1.530, -0.422], [0.769, 0.876, 0.181], [-0.044, -1.064, -1.415]],
  "atomic_forces_ev_per_a": [[-2.2, -4.1, -3.8], [-0.7, 0.6, 0.8], [-0.9, 1.2, 0.2], [-0.2, -0.5, 0.7], [0.8, -0.3, 0.1], [0.6, -0.7, 0.1], [-0.1, -0.3, 0.3], [1.0, 0.4, -1.4], [1.7, 3.5, 2.4], [0.0, 0.1, 0.5]],
  "lowdin_charge": [-0.951, -0.120, -0.125, 0.104, 0.131, 0.125, 0.105, 0.132, 0.028, 0.571]
}

=====

Q: Number 2 is which compound?
A: C3H5NO7PS2

=====

Q: Which formula does entry 7 have?
A: C3H5NOS

=====

Copy entry 4 word for word.
{
  "formula": "C3H5NOS",
  "method": "ωB97M-V/def2-TZVPD",
  "e_above_lowest_kj_mol": 308.5,
  "smiles": "SN1C=COC1",
  "fmax_ev_per_a": 5.0,
  "homo_lumo_gap_ev": 8.74,
  "multiplicity": 1,
  "symbols": ["S", "N", "C", "C", "O", "C", "H", "H", "H", "H", "H"],
  "xyz": [[2.136, 0.159, -0.384], [0.524, -0.065, 0.240], [-0.219, 1.213, -0.078], [-1.417, 0.801, -0.553], [-1.575, -0.553, -0.404], [-0.319, -1.066, -0.255], [2.560, -0.727, 0.512], [0.263, 2.126, 0.247], [-2.353, 1.230, -0.651], [0.191, -1.571, -1.172], [-0.298, -1.836, 0.437]],
  "atomic_forces_ev_per_a": [[-0.7, -0.9, 0.3], [0.4, 5.0, 0.1], [-0.5, -2.4, 0.0], [2.0, 0.3, 1.9], [-0.8, 0.0, -1.0], [2.4, -2.6, -2.3], [0.8, -0.1, 0.0], [-0.4, 0.0, -0.5], [-1.3, 1.4, -0.6], [-1.2, 1.0, 0.4], [-0.7, -1.7, 1.5]],
  "lowdin_charge": [0.777, -0.476, -0.104, -0.106, -0.032, -0.350, -0.140, 0.097, 0.098, 0.136, 0.100]
}